Record 1
{"formula": "C48H26BiBr2F15GeN7OS2", "method": "ωB97M-V with the def2-TZVPD basis set", "species": ["Bi", "N", "C", "S", "N", "N", "C", "C", "C", "C", "C", "C", "C", "O", "H", "H", "H", "H", "H", "H", "H", "Br", "C", "C", "C", "N", "C", "C", "C", "C", "C", "Br", "C", "C", "N", "H", "H", "H", "H", "H", "H", "N", "C", "C", "C", "C", "N", "C", "C", "H", "H", "H", "H", "C", "C", "C", "C", "C", "C", "H", "H", "H", "H", "H", "H", "H", "H", "H", "F", "C", "C", "C", "F", "C", "F", "C", "F", "C", "F", "Ge", "S", "C", "C", "F", "C", "F", "C", "F", "C", "F", "C", "F", "C", "C", "F", "C", "F", "C", "F", "C", "F", "C", "F"], "positions_angstrom": [[-1.174, -0.853, 0.065], [-4.321, -3.982, -0.810], [-3.202, -3.300, -0.395], [-2.484, -2.248, -1.618], [-2.793, -3.489, 0.803], [-1.680, -2.809, 1.232], [-1.227, -3.207, 2.378], [0.056, -2.979, 2.942], [0.301, -3.472, 4.242], [1.567, -3.596, 4.747], [2.660, -3.307, 3.908], [2.463, -2.792, 2.658], [1.154, -2.497, 2.151], [1.013, -1.877, 1.051], [-4.423, -4.074, -1.807], [-4.545, -4.797, -0.261], [-1.860, -3.923, 2.904], [-0.550, -3.767, 4.848], [1.735, -3.945, 5.757], [3.667, -3.487, 4.265], [3.294, -2.583, 1.994], [3.171, 0.509, 5.766], [2.157, 0.800, 4.195], [2.732, 0.616, 2.955], [1.916, 0.822, 1.846], [0.682, 1.291, 1.924], [0.162, 1.518, 3.133], [0.846, 1.222, 4.308], [-1.183, 2.154, 3.137], [-1.668, 2.834, 4.255], [-2.924, 3.400, 4.166], [-3.643, 4.333, 5.659], [-3.661, 3.307, 3.002], [-3.071, 2.641, 1.938], [-1.874, 2.082, 2.001], [3.767, 0.335, 2.846], [2.277, 0.641, 0.847], [0.390, 1.331, 5.281], [-1.067, 2.950, 5.145], [-4.645, 3.745, 2.920], [-3.581, 2.549, 0.985], [-3.162, 5.332, -4.563], [-2.956, 4.412, -3.906], [-2.702, 3.279, -3.068], [-1.701, 3.337, -2.104], [-1.498, 2.225, -1.304], [-2.227, 1.117, -1.423], [-3.178, 1.061, -2.346], [-3.461, 2.116, -3.195], [-1.094, 4.223, -1.993], [-0.743, 2.214, -0.526], [-3.733, 0.131, -2.396], [-4.242, 2.040, -3.937], [-6.456, -0.212, 2.210], [-5.826, 0.113, 0.852], [-6.116, 1.569, 0.462], [-6.391, -0.831, -0.224], [-4.374, -0.119, 0.896], [-3.186, -0.351, 0.874], [-7.537, -0.060, 2.169], [-6.042, 0.429, 2.989], [-6.257, -1.251, 2.475], [-7.179, 1.694, 0.244], [-5.544, 1.845, -0.427], [-5.847, 2.249, 1.272], [-7.482, -0.770, -0.255], [-6.094, -1.858, -0.018], [-5.997, -0.559, -1.205], [2.511, 2.902, -2.599], [3.288, 2.614, -1.550], [3.614, 1.291, -1.287], [4.396, 1.073, -0.167], [4.716, -0.175, 0.217], [4.853, 2.102, 0.639], [5.605, 1.842, 1.715], [4.507, 3.405, 0.342], [4.919, 4.403, 1.123], [3.718, 3.667, -0.765], [3.370, 4.927, -1.045], [2.683, -0.103, -2.439], [0.620, 0.219, -2.599], [3.546, -1.827, -1.888], [2.838, -2.946, -1.490], [1.509, -2.935, -1.519], [3.481, -4.112, -1.102], [2.792, -5.189, -0.717], [4.864, -4.164, -1.119], [5.493, -5.279, -0.743], [5.597, -3.068, -1.542], [6.933, -3.129, -1.573], [4.925, -1.924, -1.927], [5.652, -0.873, -2.341], [3.579, 0.088, -4.252], [4.291, 1.158, -4.762], [4.719, 2.143, -3.962], [4.635, 1.246, -6.102], [5.315, 2.302, -6.566], [4.277, 0.231, -6.970], [4.611, 0.304, -8.260], [3.596, -0.873, -6.490], [3.284, -1.872, -7.322], [3.257, -0.917, -5.151], [2.595, -1.995, -4.700]], "lowdin_charge": [1.49, 0.05, -0.86, 0.54, -0.02, -0.19, -0.08, -0.16, -0.07, -0.12, -0.10, -0.03, -0.39, -0.23, 0.06, 0.09, 0.13, 0.11, 0.09, 0.10, 0.11, 0.75, -0.66, -0.09, -0.12, 0.12, -0.21, -0.06, -0.20, -0.06, -0.67, 0.73, -0.10, -0.13, 0.12, 0.10, 0.09, 0.10, 0.10, 0.10, 0.09, 0.16, -0.18, -0.22, 0.01, -0.21, -0.06, -0.15, 0.00, 0.12, 0.08, 0.07, 0.12, -0.05, -0.62, -0.05, -0.05, -0.16, -0.27, 0.08, 0.08, 0.09, 0.08, 0.08, 0.06, 0.08, 0.07, 0.08, 0.07, -0.25, -0.12, -0.25, 0.09, -0.16, 0.11, -0.13, 0.12, -0.14, 0.12, 0.57, 0.15, -0.12, -0.23, 0.08, -0.14, 0.12, -0.13, 0.12, -0.14, 0.11, -0.24, 0.09, -0.11, -0.21, 0.10, -0.14, 0.11, -0.14, 0.12, -0.14, 0.11, -0.23, 0.08], "multiplicity": 1, "charge": -1, "de_lowest_kcal_mol": 15.38, "e_homo_ev": -5.204}


Record 2
{"formula": "CH5N2P", "method": "ωB97M-V with the def2-TZVPD basis set", "species": ["C", "N", "N", "P", "H", "H", "H", "H", "H"], "positions_angstrom": [[-2.141, -0.225, 0.289], [-1.658, -0.054, -0.845], [2.210, -0.247, 0.340], [2.299, 0.804, -0.845], [2.584, 1.992, -0.062], [-1.640, -0.789, 1.278], [-3.132, 0.150, 0.568], [2.153, -1.235, 0.212], [-0.676, -0.395, -0.934]], "lowdin_charge": [-0.20, 0.00, -0.41, 0.67, -0.16, 0.11, 0.04, -0.07, 0.01], "smiles": "[H]/N=P/[H].C=N", "multiplicity": 1, "de_lowest_kcal_mol": 50.37, "e_homo_ev": -9.355}


Record 3
{"formula": "C4H7N2", "method": "ωB97M-V with the def2-TZVPD basis set", "species": ["C", "C", "C", "C", "N", "N", "H", "H", "H", "H", "H", "H", "H"], "positions_angstrom": [[0.181, -0.079, 0.415], [2.558, 0.106, -0.063], [-0.730, 0.828, -0.377], [-1.805, -0.132, 0.018], [1.467, -0.028, 0.539], [-0.718, -1.012, 0.619], [2.662, 0.034, -1.175], [3.499, -0.060, 0.376], [-0.966, 1.789, -0.093], [-0.552, 0.729, -1.529], [-2.437, 0.225, 0.725], [-2.348, -0.567, -0.747], [-0.811, -1.833, 1.292]], "lowdin_charge": [-0.28, 0.13, -0.02, -0.07, 0.14, 0.18, 0.13, 0.09, 0.10, 0.18, 0.10, 0.11, 0.21], "multiplicity": 1, "charge": 1, "de_lowest_kcal_mol": 77.68, "e_homo_ev": -14.887}


Record 4
{"formula": "C3H5F2IN2O3S2", "method": "ωB97M-V with the def2-TZVPD basis set", "species": ["C", "C", "C", "N", "N", "O", "O", "O", "F", "F", "S", "S", "I", "H", "H", "H", "H", "H"], "positions_angstrom": [[0.351, 1.633, -0.409], [-1.045, 1.333, -0.025], [0.021, -1.788, 1.337], [0.056, -0.588, -2.256], [0.319, -0.968, 0.157], [2.573, 0.245, -0.349], [1.461, 0.561, 1.795], [-1.880, -1.769, -0.979], [-1.378, 1.504, 1.259], [-1.977, 1.927, -0.833], [1.352, 0.339, 0.398], [-0.779, -0.857, -1.039], [1.203, 3.309, 0.541], [0.555, 1.754, -1.389], [-0.945, -1.398, 1.737], [-0.039, -2.812, 0.932], [0.775, -1.836, 2.159], [-0.622, -0.591, -3.038]], "lowdin_charge": [-0.75, -0.49, -0.09, -0.16, -0.45, -0.28, -0.33, -0.28, 0.09, 0.06, 0.49, 0.74, 1.06, 0.02, 0.10, 0.10, 0.11, 0.06], "multiplicity": 1, "de_lowest_kcal_mol": 11.09, "e_homo_ev": [-9.415, -9.417]}


Record 5
{"formula": "C3H3N3O2", "method": "ωB97M-V with the def2-TZVPD basis set", "species": ["C", "C", "C", "N", "N", "N", "O", "O", "H", "H", "H"], "positions_angstrom": [[0.066, 0.086, -0.713], [-1.294, -1.633, -0.251], [0.823, -0.835, 0.095], [-0.654, 0.921, 0.018], [-1.760, -1.080, 0.788], [-1.486, 0.307, 0.923], [-1.215, -2.540, -1.057], [0.346, -1.016, 1.212], [1.563, -1.618, -0.249], [0.458, 0.420, -1.560], [-1.669, 0.987, 1.697]], "lowdin_charge": [-0.15, -0.32, -0.25, 0.08, 0.12, 0.01, 0.14, -0.04, 0.15, 0.07, 0.18], "smiles": "O=C=NN/N=C\\C=O", "multiplicity": 1, "de_lowest_kcal_mol": 161.94, "e_homo_ev": [-9.285, -9.285]}


Record 6
{"formula": "CN5O2", "method": "ωB97M-V with the def2-TZVPD basis set", "species": ["C", "N", "N", "N", "N", "N", "O", "O"], "positions_angstrom": [[-0.600, 0.722, 0.193], [1.849, 0.606, 0.215], [0.358, 1.416, 0.124], [2.023, -1.563, -0.518], [1.858, -0.523, -0.147], [-1.608, -0.174, 0.078], [-2.391, -0.080, 1.051], [-1.777, -0.746, -0.999]], "lowdin_charge": [-0.18, -0.03, 0.08, 0.09, -0.40, -0.46, -0.06, -0.02], "multiplicity": 1, "charge": -1, "de_lowest_kcal_mol": 174.64, "e_homo_ev": [-3.339, -3.337]}


Record 7
{"formula": "C3H10NS2", "method": "ωB97M-V with the def2-TZVPD basis set", "species": ["C", "C", "N", "H", "H", "H", "H", "H", "H", "C", "S", "S", "H", "H", "H", "H"], "positions_angstrom": [[-2.774, -0.757, -0.184], [-3.609, -1.735, -0.457], [-1.664, -0.289, -1.024], [-2.824, -0.209, 0.747], [-4.357, -1.980, 0.283], [-3.596, -2.298, -1.379], [-0.791, -0.245, -0.434], [-1.548, -0.842, -1.876], [-1.840, 0.674, -1.334], [1.439, 0.544, 2.121], [1.179, -0.245, 0.510], [1.964, 1.116, -0.814], [2.492, 0.690, 2.331], [1.035, -0.163, 2.845], [0.867, 1.464, 2.139], [1.024, 2.088, -0.737]], "lowdin_charge": [-0.16, 0.08, 0.16, 0.12, 0.09, 0.08, 0.01, 0.17, 0.17, -0.42, 0.39, 0.36, 0.05, 0.04, 0.03, -0.18], "multiplicity": 1, "charge": 1, "de_lowest_kcal_mol": 24.72, "e_homo_ev": -13.018}


Record 8
{"formula": "C14H22BiN6S", "method": "ωB97M-V with the def2-TZVPD basis set", "species": ["Bi", "C", "C", "N", "N", "C", "N", "S", "C", "C", "C", "C", "C", "N", "H", "H", "H", "H", "H", "H", "H", "H", "H", "C", "C", "N", "C", "C", "N", "C", "C", "H", "H", "H", "H", "H", "H", "H", "H", "H", "H", "H", "H", "H"], "positions_angstrom": [[-1.608, 1.490, -1.505], [-3.332, -1.668, 1.253], [-2.677, -0.495, 0.628], [-2.647, -0.341, -0.662], [-3.328, -1.137, -1.480], [-3.737, -0.656, -2.612], [-4.466, -1.358, -3.455], [-3.364, 1.035, -3.160], [-2.173, 0.627, 1.435], [-1.998, 0.549, 2.809], [-1.655, 1.694, 3.521], [-1.490, 2.894, 2.849], [-1.665, 2.909, 1.474], [-2.004, 1.810, 0.798], [-3.530, -2.437, 0.513], [-4.282, -1.376, 1.710], [-2.715, -2.083, 2.053], [-4.775, -2.291, -3.220], [-4.792, -0.963, -4.323], [-2.142, -0.389, 3.326], [-1.539, 1.644, 4.596], [-1.253, 3.813, 3.368], [-1.579, 3.833, 0.914], [4.071, 0.465, -1.312], [2.598, 0.904, -1.516], [1.686, 0.071, -0.718], [2.026, 0.208, 0.703], [3.486, -0.251, 0.965], [4.068, -0.678, -0.345], [3.289, -1.821, -0.918], [1.828, -1.338, -1.113], [4.688, 1.264, -0.905], [4.527, 0.123, -2.239], [2.325, 0.824, -2.567], [2.470, 1.944, -1.217], [1.330, -0.392, 1.289], [1.901, 1.251, 0.996], [3.536, -1.092, 1.653], [4.100, 0.553, 1.366], [5.031, -0.981, -0.190], [3.357, -2.667, -0.237], [3.753, -2.106, -1.860], [1.148, -1.938, -0.510], [1.532, -1.448, -2.156]], "lowdin_charge": [1.56, 0.03, -0.22, -0.20, 0.01, -0.74, 0.16, 0.57, -0.23, 0.04, 0.03, 0.02, -0.09, -0.12, 0.09, 0.13, 0.10, 0.15, 0.13, 0.13, 0.14, 0.14, 0.13, -0.04, -0.14, -0.19, -0.14, -0.04, -0.08, -0.04, -0.13, 0.15, 0.15, 0.13, 0.13, 0.12, 0.13, 0.14, 0.15, 0.20, 0.15, 0.15, 0.13, 0.13], "multiplicity": 1, "charge": 3, "e_homo_ev": -17.928}